C2H10N4S | ωB97M-V/def2-TZVPD

XYZ file:
```
17
Properties=species:S:1:pos:R:3:nbo_charge:R:1
C 0.279 0.298 -0.773 0.0116
C 1.804 -0.803 0.883 -0.4872
N -0.962 -0.095 -1.239 -0.4598
N 0.536 -0.362 0.459 0.0887
N -2.089 0.188 -0.488 -0.5592
N -0.457 -0.502 1.231 -0.2586
S 0.441 2.185 0.019 0.0874
H 1.031 -0.103 -1.557 0.3221
H 1.936 -0.594 1.909 0.2750
H 1.859 -1.867 0.751 0.3002
H 2.665 -0.550 0.318 0.2887
H -1.182 -0.084 -2.173 0.4315
H -2.411 1.209 -0.566 0.4584
H -2.849 -0.427 -0.766 0.4592
H -0.298 -0.766 2.219 0.4323
H -1.729 -0.298 0.395 0.4524
H 1.424 2.572 -0.622 0.1573
```

As for the orbital gap (alpha / beta): 7.5445 / 7.5459 eV. As for the SMILES: [H]/N=[N+](\C)[C@H](S)N[NH3+]. Its net charge is +2. The value obtained for the LUMO energy (alpha / beta) is -11.080 / -11.079 eV. The value obtained for the HOMO energy (alpha / beta) is -18.62 / -18.63 eV.



C5H13NO2 | ωB97M-V/def2-TZVPD

XYZ file:
```
21
Properties=species:S:1:pos:R:3:nbo_charge:R:1
C 0.070 -1.110 -0.499 -0.4200
N 1.511 -1.058 -0.701 -0.5988
C 2.158 0.149 -0.802 0.1538
C 1.622 1.352 -1.082 -0.5507
C 4.255 -0.630 0.338 -0.3931
C 3.646 0.066 -0.606 -0.1967
H -0.386 -1.242 -1.480 0.1957
H -0.200 -2.065 -0.040 0.2024
H -0.286 -0.286 0.115 0.2051
H 2.070 -1.744 -0.225 0.3862
H 0.601 1.452 -1.428 0.1986
H 2.196 2.245 -0.895 0.2085
H 3.723 -1.091 1.161 0.1895
H 5.310 -0.869 0.283 0.2052
H 4.162 0.656 -1.354 0.2142
H -5.821 -0.622 4.260 0.4803
H -4.445 -0.935 5.093 0.4802
O -4.953 -0.304 4.556 -0.9605
H -5.249 0.793 -1.923 0.4638
H -4.059 1.401 -2.576 0.4644
O -4.850 1.661 -2.090 -0.9282
```

As for the orbital gap: 8.5069 eV. As for the SMILES: C=CC(=C)NC.O.O. The value obtained for the LUMO energy is 0.623 eV. The value obtained for the HOMO energy is -7.88 eV.



H4N4 | ωB97M-V/def2-TZVPD

XYZ file:
```
8
Properties=species:S:1:pos:R:3:nbo_charge:R:1
N -0.081 -0.435 1.434 -0.5935
N -1.193 -0.352 -0.453 -0.0590
N 1.015 0.389 -0.345 -0.6194
N -0.196 -0.144 0.205 0.1761
H -0.974 -0.576 1.928 0.3462
H -1.640 0.710 -2.859 0.0066
H 1.460 0.854 0.409 0.3747
H 1.610 -0.446 -0.319 0.3681
```

As for the orbital gap (alpha / beta): 10.4725 / 8.2360 eV. The value obtained for the LUMO energy (alpha / beta) is 0.853 / -1.003 eV. The value obtained for the HOMO energy (alpha / beta) is -9.62 / -9.24 eV.



C31H62O19 | ωB97M-V/def2-TZVPD

XYZ file:
```
112
Properties=species:S:1:pos:R:3:lowdin_charge:R:1
C -0.567 -1.079 1.350 -0.1554
C -0.931 0.362 1.040 -0.1518
C -0.197 0.621 -0.264 -0.2225
O -0.352 -0.572 -0.964 -0.1493
C -0.269 -1.646 -0.026 -0.1760
H -1.420 -1.604 1.781 0.0926
H 0.299 -1.212 1.999 0.1063
H -0.721 1.120 1.796 0.0996
H -2.004 0.445 0.861 0.1193
H 0.841 0.956 -0.173 0.1177
H -0.683 1.386 -0.871 0.0945
H 0.733 -2.061 -0.152 0.1136
H -0.959 -2.430 -0.340 0.1189
C -2.919 1.133 6.822 -0.1788
C -3.376 0.677 5.424 -0.1466
C -2.122 -0.066 4.931 -0.2032
O -1.020 0.519 5.602 -0.1386
C -1.404 1.296 6.755 -0.1857
H -3.118 0.364 7.572 0.1051
H -3.493 1.986 7.184 0.1066
H -3.523 1.571 4.815 0.1094
H -4.266 0.053 5.376 0.1084
H -2.032 0.018 3.850 0.1106
H -2.265 -1.088 5.289 0.1055
H -1.233 2.373 6.815 0.1127
H -0.950 0.858 7.644 0.1126
C 5.969 -2.490 2.140 -0.1705
C 5.384 -1.826 0.878 -0.1449
C 3.930 -2.223 0.983 -0.2283
O 3.623 -2.595 2.317 -0.1370
C 4.833 -3.110 2.884 -0.2140
H 6.447 -1.761 2.795 0.1066
H 6.733 -3.235 1.915 0.1081
H 5.761 -2.160 -0.088 0.0886
H 5.606 -0.765 0.992 0.1127
H 3.692 -3.105 0.383 0.1217
H 3.358 -1.381 0.594 0.1084
H 4.856 -4.192 2.722 0.1131
H 4.841 -2.969 3.964 0.1184
C -3.692 0.047 -2.894 -0.1779
C -3.626 0.853 -4.214 -0.1406
C -4.371 -0.158 -5.117 -0.1778
O -4.185 -1.454 -4.524 -0.1261
C -3.420 -1.325 -3.356 -0.2391
H -4.643 0.076 -2.360 0.1215
H -2.935 0.452 -2.219 0.1032
H -2.589 1.021 -4.512 0.0988
H -4.007 1.870 -4.128 0.0972
H -3.939 -0.245 -6.115 0.1138
H -5.386 0.231 -5.208 0.1129
H -2.381 -1.471 -3.668 0.1116
H -3.631 -2.123 -2.642 0.1270
C -5.510 -4.220 4.166 -0.0456
O -4.216 -4.679 4.467 0.0070
C -3.181 -4.002 4.002 -0.5889
O -3.200 -3.032 3.283 0.1111
O -2.046 -4.639 4.413 -0.0184
C -0.826 -3.959 4.111 -0.0274
H -6.168 -4.915 4.686 0.0980
H -5.724 -4.122 3.103 0.1016
H -5.643 -3.253 4.653 0.0954
H -0.866 -3.843 3.027 0.0876
H 0.039 -4.520 4.455 0.1004
H -0.918 -2.953 4.520 0.0834
C 3.372 0.943 -2.229 -0.0387
O 4.417 0.409 -3.022 -0.0166
C 4.809 -0.872 -2.774 -0.5942
O 4.111 -1.704 -2.182 0.0897
O 5.980 -0.990 -3.278 0.0279
C 6.664 -2.242 -3.314 -0.0070
H 2.546 0.233 -2.280 0.0733
H 3.074 1.926 -2.588 0.0952
H 3.748 1.047 -1.211 0.0930
H 6.188 -2.890 -4.050 0.1035
H 6.558 -2.664 -2.314 0.0840
H 7.730 -2.145 -3.501 0.0971
C 0.185 2.032 -8.093 -0.0286
O 0.169 0.739 -7.475 -0.0006
C 0.208 0.713 -6.150 -0.6023
O 0.179 1.720 -5.472 0.0981
O 0.320 -0.555 -5.745 0.0143
C 0.522 -0.817 -4.344 -0.0187
H 1.134 2.521 -7.874 0.0978
H -0.656 2.621 -7.734 0.0974
H 0.160 1.827 -9.161 0.0947
H 1.558 -0.644 -4.053 0.0815
H 0.336 -1.879 -4.193 0.1003
H -0.124 -0.257 -3.668 0.0764
C -4.126 4.031 -1.896 -0.0530
O -2.980 4.715 -2.343 0.0070
C -1.815 4.169 -1.976 -0.6046
O -1.617 3.617 -0.929 0.1173
O -0.911 4.360 -2.925 0.0304
C 0.258 3.571 -2.843 -0.0458
H -4.245 4.168 -0.820 0.0940
H -4.050 2.950 -2.016 0.0802
H -5.000 4.457 -2.383 0.1004
H 1.084 3.916 -3.463 0.1005
H 0.064 2.593 -3.287 0.0727
H 0.565 3.445 -1.806 0.0783
C 1.845 1.180 3.691 -0.0255
O 2.796 1.624 2.708 0.0018
C 2.441 2.572 1.823 -0.5487
O 3.138 2.957 0.898 0.1096
O 1.284 3.189 2.229 -0.0381
C 0.916 4.356 1.555 -0.0701
H 1.053 0.646 3.169 0.0723
H 1.493 1.941 4.386 0.0956
H 2.411 0.504 4.332 0.0991
H 0.005 4.704 2.043 0.0982
H 0.595 4.247 0.517 0.0734
H 1.591 5.212 1.518 0.1004
```

As for the orbital gap: 9.8759 eV. As for the SMILES: COC(=O)OC.COC(=O)OC.COC(=O)OC.COC(=O)OC.COC(=O)OC.C1CCOC1.C1CCOC1.C1CCOC1.C1CCOC1. The value obtained for the LUMO energy is 0.571 eV. The value obtained for the HOMO energy is -9.30 eV.



What did the third record say?
H4N4 | ωB97M-V/def2-TZVPD

XYZ file:
```
8
Properties=species:S:1:pos:R:3:nbo_charge:R:1
N -0.081 -0.435 1.434 -0.5935
N -1.193 -0.352 -0.453 -0.0590
N 1.015 0.389 -0.345 -0.6194
N -0.196 -0.144 0.205 0.1761
H -0.974 -0.576 1.928 0.3462
H -1.640 0.710 -2.859 0.0066
H 1.460 0.854 0.409 0.3747
H 1.610 -0.446 -0.319 0.3681
```

As for the orbital gap (alpha / beta): 10.4725 / 8.2360 eV. The value obtained for the LUMO energy (alpha / beta) is 0.853 / -1.003 eV. The value obtained for the HOMO energy (alpha / beta) is -9.62 / -9.24 eV.



Repeat the first record exactly.
C2H10N4S | ωB97M-V/def2-TZVPD

XYZ file:
```
17
Properties=species:S:1:pos:R:3:nbo_charge:R:1
C 0.279 0.298 -0.773 0.0116
C 1.804 -0.803 0.883 -0.4872
N -0.962 -0.095 -1.239 -0.4598
N 0.536 -0.362 0.459 0.0887
N -2.089 0.188 -0.488 -0.5592
N -0.457 -0.502 1.231 -0.2586
S 0.441 2.185 0.019 0.0874
H 1.031 -0.103 -1.557 0.3221
H 1.936 -0.594 1.909 0.2750
H 1.859 -1.867 0.751 0.3002
H 2.665 -0.550 0.318 0.2887
H -1.182 -0.084 -2.173 0.4315
H -2.411 1.209 -0.566 0.4584
H -2.849 -0.427 -0.766 0.4592
H -0.298 -0.766 2.219 0.4323
H -1.729 -0.298 0.395 0.4524
H 1.424 2.572 -0.622 0.1573
```

As for the orbital gap (alpha / beta): 7.5445 / 7.5459 eV. As for the SMILES: [H]/N=[N+](\C)[C@H](S)N[NH3+]. Its net charge is +2. The value obtained for the LUMO energy (alpha / beta) is -11.080 / -11.079 eV. The value obtained for the HOMO energy (alpha / beta) is -18.62 / -18.63 eV.